Formula: C22H35BClFN5O6S3
Source: the OMol25 dataset
Level of theory: ωB97M-V/def2-TZVPD

Atoms and positions in Å:
1 C 0.5404 -0.8109 5.4039
2 N -1.6317 -1.0652 0.0309
3 O -4.6981 -2.9740 0.0194
4 H 3.2331 -0.4800 -2.1366
5 C 4.0705 -0.9428 -2.8044
6 H 0.0892 2.1222 -3.6531
7 H 1.4097 1.2259 4.6267
8 H 0.5147 2.9386 -1.5460
9 C -1.3472 2.4061 -0.4336
10 C -0.8481 -3.2217 2.7194
11 H 2.7068 0.7957 -3.9485
12 H -1.1140 5.2255 1.1631
13 S 0.9971 3.3066 1.2433
14 C -1.6360 0.2409 0.3300
15 S 0.3224 -0.4275 -4.9097
16 H -2.4710 -2.7487 -1.1408
17 C -4.0806 -1.6613 -0.0165
18 H -0.9865 -4.1456 0.8245
19 S 0.5460 -3.4094 -4.3409
20 H -3.6639 3.3293 2.1773
21 C 3.5738 -2.2644 -3.5949
22 C 0.4534 -0.1569 6.8992
23 H 0.9946 -1.8795 5.4799
24 O 0.5728 -1.8836 0.2346
25 H -0.8502 -0.8152 -2.7811
26 H 2.5273 -0.2676 4.4700
27 H 0.6131 -1.0151 7.6494
28 C -2.6784 -1.6293 -0.8846
29 H -3.8400 -1.2853 1.0567
30 H 0.9055 -0.2842 -2.5250
31 H 4.4105 -1.0375 -6.0048
32 H 2.9758 -2.9033 -2.8423
33 N -2.4317 1.3916 -0.0618
34 C -0.5820 0.3872 2.6647
35 C 3.3657 -0.7616 -5.5704
36 O -1.6604 -2.8576 3.6111
37 C 3.6294 0.4849 -4.5605
38 C -0.5560 1.5086 -2.8960
39 N -1.1944 -3.2385 1.2802
40 C 1.3858 -1.9821 -4.7332
41 H 4.8972 -1.2814 -2.0523
42 O 4.7221 0.0489 -3.6671
43 H -2.7923 -1.0902 -1.8907
44 H -1.3288 -0.4805 2.8049
45 C 1.4213 0.0983 4.4024
46 H -4.8725 -0.9231 -0.4515
47 C -2.2219 3.6849 -0.8370
48 H 0.5780 1.1845 -0.9855
49 C -0.6078 2.3943 1.0419
50 H -1.6465 1.6939 -3.1976
51 H 4.5307 -2.8734 -3.8475
52 H 4.0541 1.3444 -5.1940
53 F 0.4722 -3.6386 3.1812
54 C -0.1462 1.9845 -1.4079
55 O -2.8533 2.8964 2.5368
56 C 0.9582 -0.1686 2.8543
57 H -4.1062 -3.5154 0.5954
58 N -0.6723 0.9174 1.2766
59 H -0.5568 -0.9684 5.0622
60 H 1.0492 -1.3016 2.6900
61 H 2.6961 -0.4755 -6.4712
62 C -0.6386 -2.0822 0.5352
63 H -0.7384 1.1328 3.5189
64 H -3.3778 5.8042 -1.3788
65 C -0.0676 -0.0356 -3.0974
66 H 1.2252 0.6900 6.9799
67 Cl -3.6376 1.4577 -1.2295
68 H 1.6954 0.4147 2.1695
69 C -2.8017 4.8230 -1.1696
70 O -1.4130 4.8334 2.0191
71 B -1.6530 3.3914 1.8658
72 N 2.8577 -1.9936 -4.8851
73 H -0.6061 0.3143 7.0001
74 H 2.0140 2.5049 0.7292

Its HOMO-LUMO gap is 6.1039 eV. The charge is +1. As for the strongest force on any atom: 0.1323 Eh/bohr.

Löwdin population analysis, charges in e, atoms 1 to 2: number 1, C, carries -0.2569; number 2, N, carries 0.0650

Formula: C22H35BGeN8ORhS
Source: the OMol25 dataset
Level of theory: ωB97M-V/def2-TZVPD

Atoms and positions in Å:
1 H -4.9310 -1.0680 4.5317
2 H 5.1952 -1.2407 0.7791
3 H -4.4940 0.5738 0.3390
4 H -0.7747 5.4726 -2.8417
5 H 4.8916 3.2421 -1.2278
6 B -4.0972 1.6704 0.6681
7 H -0.0669 -3.5178 -1.2234
8 H 1.5462 -3.1968 1.2572
9 N 3.4647 -1.2204 1.9174
10 N 3.3665 0.5369 0.4704
11 H 3.3313 4.2162 -2.9417
12 C 1.2071 -0.2400 -3.8894
13 H -0.5676 -2.7567 3.3303
14 N 0.7553 3.0459 -1.1439
15 C -4.2330 -0.8246 3.7312
16 C -2.7083 -3.0696 -0.9236
17 C -0.0566 0.3793 -3.5674
18 H 6.7232 -0.4433 2.5869
19 H 0.5346 -1.8846 -1.4039
20 H -1.6846 -1.8417 -2.3440
21 H -3.6310 -2.8728 3.4299
22 C 0.0333 4.8368 -2.5112
23 C 2.3252 4.1303 -2.5587
24 H -4.3325 -1.6951 -0.4913
25 H -1.7466 -0.6311 2.5839
26 H 1.5344 5.7261 -3.7563
27 H 5.1725 -2.3484 2.1454
28 H -2.5851 -3.4028 0.1126
29 H -1.8880 -1.0700 -0.7929
30 C -2.1931 -1.6231 2.4481
31 C -3.1629 -1.8974 3.5949
32 C -1.6480 -2.0275 -1.2664
33 C -0.9890 0.6740 -4.6183
34 C 2.0206 3.1732 -1.6120
35 H -1.2028 3.6593 -1.1682
36 C 3.0212 2.2464 -1.0367
37 H -2.5951 -1.9847 4.5267
38 H -4.3351 1.9142 1.8249
39 H -4.4567 2.5415 -0.0881
40 C 4.4421 2.2774 -1.4695
41 H -1.5548 -3.6829 2.2192
42 H 5.3830 -0.4123 3.7322
43 H 2.9818 -1.7702 2.6081
44 C -1.1058 -2.6981 2.3808
45 H -3.7905 0.1472 3.9543
46 S 0.9849 -0.2683 1.5954
47 H -2.5390 -3.9556 -1.5428
48 H -4.8627 -3.3263 -0.9157
49 N -0.3562 0.7235 -2.3646
50 C 4.9234 -1.3366 1.8294
51 N -1.3922 1.5757 0.3960
52 C -2.5422 1.6052 0.5316
53 H -4.7997 -0.7127 2.8068
54 N 2.2336 -0.7149 -4.0845
55 C -4.1252 -2.5544 -1.1318
56 N -1.7170 0.8944 -5.4768
57 Rh 0.5805 1.4510 0.1067
58 C 1.3145 4.9723 -3.0129
59 C -0.2318 -2.4820 -0.9065
60 H 4.4932 2.1345 -2.5505
61 Ge 0.2197 -2.4753 0.9804
62 H -4.2729 -2.2325 -2.1641
63 H -2.7506 -1.5756 1.5085
64 H 5.0026 1.4884 -0.9803
65 C -0.2166 3.8454 -1.5732
66 H 5.4022 0.7050 2.3573
67 O 0.5918 0.3634 -1.4929
68 C 5.6467 -0.3059 2.6801
69 C 2.7684 -0.2955 1.2628
70 N 2.5463 1.4338 -0.1545

For the energy above the lowest of the compared OMol25 structures with the same formula, charge and spin, the calculation gives 0.0 kJ/mol. Its HOMO-LUMO gap is 6.7914 eV. The charge is +1. As for the strongest force on any atom: 0.0061 Eh/bohr.

Löwdin population analysis, charges in e, atoms 1 to 2: number 1, H, carries 0.0752; number 2, H, carries 0.1157

Formula: C22H35BiBrN5SSi2
Source: the OMol25 dataset
Level of theory: ωB97M-V/def2-TZVPD

Atoms and positions in Å:
1 C 2.5397 -3.5809 -0.5582
2 C 5.6784 0.9571 -0.8720
3 H -4.7493 4.4056 0.1820
4 N 1.4211 -1.5044 -0.6435
5 H -2.1317 1.0771 -2.4357
6 Si -1.8585 -1.3700 -1.8195
7 H 5.3792 1.0479 -1.9153
8 H 1.3307 -5.2541 0.0186
9 H -2.4272 -3.5554 1.7653
10 H -2.2319 1.6034 -0.0598
11 C -2.8595 -2.5544 1.8021
12 C -0.7924 5.1023 0.0403
13 C -2.7812 0.2071 -2.3001
14 C -2.4459 0.4127 2.1688
15 N 1.9910 1.6607 2.7185
16 C 2.5367 -2.2253 -0.7992
17 S 4.4647 1.4997 1.6623
18 H 7.2809 -0.4316 -1.2706
19 H 0.1530 -2.4265 -2.9440
20 C -0.0092 3.9700 -0.0915
21 H 6.7032 -0.4973 0.3936
22 C -1.8599 2.6172 -0.0319
23 H -1.1086 -2.0193 -4.0901
24 N -0.5234 2.7387 -0.1059
25 C -2.7334 3.6847 0.0881
26 H 0.5952 -0.6612 2.7150
27 H -3.3317 -2.4481 2.7816
28 H -0.7349 -3.8802 0.2964
29 H 0.9872 1.6663 2.6654
30 H -0.4516 -1.5958 3.7775
31 H -4.5796 2.8524 -0.6422
32 H -3.2688 0.0332 -3.2623
33 C 6.3918 -0.3847 -0.6453
34 N 2.2773 1.0259 0.4670
35 H -3.3197 0.6532 1.5587
36 C -2.1645 4.9545 0.1335
37 H -4.4520 2.9368 1.1129
38 H 0.4263 -2.3903 2.4815
39 H -1.7900 1.2834 2.2023
40 H -3.5684 0.4665 -1.5887
41 C 1.3476 -4.1875 -0.1639
42 H 5.7458 -1.2217 -0.9088
43 H 3.4160 -1.6854 -1.1226
44 Bi 0.5254 0.6095 -0.9653
45 C -0.5916 -1.6682 -3.1951
46 H -0.0555 -0.7595 -3.4913
47 N 3.2600 0.8712 -0.4803
48 C 2.7377 1.3709 1.6538
49 H -2.5604 -3.7489 -1.4261
50 C 0.1998 -3.4299 -0.0086
51 C 4.4469 1.0820 -0.0453
52 H 3.4434 -4.1586 -0.6877
53 Si -1.5986 -1.1761 1.6120
54 H -3.8474 -2.6290 -0.9747
55 H -3.5197 -2.9578 -2.6678
56 H -2.8116 0.2471 3.1856
57 C 0.2621 -2.0597 -0.2488
58 H -2.8015 5.8249 0.2271
59 C -0.8527 -1.0672 -0.1718
60 H -0.3252 6.0763 0.0544
61 H 2.4220 1.9494 3.5797
62 C -4.2121 3.4602 0.1851
63 Br 1.8444 4.2008 -0.3627
64 C -3.0478 -2.8096 -1.6932
65 H -3.6525 -2.5009 1.0562
66 C -0.1195 -1.4828 2.7433
67 H 6.3617 1.7741 -0.6384

For the energy above the lowest of the compared OMol25 structures with the same formula, charge and spin, the calculation gives 0.0 kJ/mol. Its HOMO-LUMO gap is 8.6532 eV. The charge is +2. As for the strongest force on any atom: 0.0088 Eh/bohr.

Löwdin population analysis, charges in e, atoms 1 to 2: number 1, C, carries -0.0169; number 2, C, carries -0.2162

Formula: C22H35BrClF11IrN5O7S4SiTe
Source: the OMol25 dataset
Level of theory: ωB97M-V/def2-TZVPD

Atoms and positions in Å:
1 F 3.6063 -4.8768 -2.9216
2 F -0.8251 -3.2340 -0.5026
3 Si 0.0139 3.1193 0.1631
4 C -0.7740 3.2398 -1.5631
5 F 3.3144 -6.6440 -1.7016
6 C 2.6921 -5.6659 -2.3517
7 O -3.0670 0.4860 -0.4991
8 H -1.3498 6.2130 1.8695
9 H 2.1188 5.1990 1.0912
10 H 0.0728 6.0312 0.8493
11 H 0.0084 3.0820 3.2498
12 H 1.9667 5.2275 -0.6683
13 O 1.0979 -3.6758 -2.0659
14 Ir -0.5221 -1.3445 0.1476
15 H -2.7212 4.3513 2.5624
16 F -1.6524 -7.2447 1.8690
17 H -0.8623 2.1499 -3.4121
18 S 4.0070 -1.2162 -0.5735
19 H 2.1554 2.8893 2.3783
20 H 0.6172 1.8138 -2.5147
21 C -0.9106 5.6130 1.0668
22 O 2.6446 -4.1473 -0.2239
23 C 1.7001 -2.5018 3.4813
24 O 0.2907 -4.8694 1.7150
25 O -0.9078 -1.1599 -1.8798
26 C -0.4509 1.9999 -2.4087
27 H -4.9312 -1.5538 1.1225
28 H -4.9789 -1.7734 -0.6315
29 C 2.3808 4.6716 0.1745
30 C 1.9319 3.1981 0.1979
31 C 2.5441 2.4880 -1.0178
32 H 3.6275 2.7201 1.4256
33 C -0.2363 4.4995 -2.2701
34 C 2.3474 -1.1454 -1.0333
35 H -2.6745 3.3661 -2.5415
36 H -2.4717 -3.1624 3.6262
37 C 2.2196 -1.6047 1.1640
38 H -0.4490 5.4162 -1.7161
39 F 1.9235 -6.1883 -3.2994
40 C -3.3655 -0.5608 0.0238
41 C 1.3773 -1.9765 2.2883
42 H 0.9704 -0.9217 -2.4770
43 F -2.3884 -2.2846 -3.9183
44 H -2.7628 2.4876 -1.0253
45 H -0.9306 1.1135 -1.9975
46 H 4.2975 -1.7568 1.8104
47 C 3.5570 -1.5555 1.0564
48 C -2.3059 3.3482 -1.5112
49 Te -1.2600 -2.8353 -2.5546
50 H 2.5844 -1.0196 -3.0327
51 H -2.9261 3.6792 0.9473
52 S 0.2726 -2.9182 4.3553
53 H 0.9070 4.5388 2.7984
54 C -0.0872 4.0992 2.8648
55 F -2.1530 -5.6814 0.4590
56 H -2.5096 -2.2262 2.1733
57 H 3.4707 4.7033 0.0823
58 C -2.2839 3.6725 1.8236
59 N 0.6476 -5.6756 -0.6555
60 N 1.9576 -0.8087 -2.2738
61 F -1.2484 -4.6319 -2.9248
62 N -2.0464 -2.4510 3.0553
63 S 1.6964 -4.6710 -1.1664
64 H 2.4159 1.4405 1.4087
65 H 2.6789 -2.7192 3.8713
66 O -2.5250 -1.4369 0.5209
67 H -2.6473 4.2655 -1.0326
68 C -0.7055 -2.4010 3.0346
69 H -0.6493 4.6769 3.6046
70 F -0.0198 -2.5976 -3.9417
71 H 0.8346 4.4587 -2.4622
72 H -2.3072 2.6691 2.2474
73 C 2.5508 2.5229 1.4336
74 F -1.4031 -7.5836 -0.2552
75 N 0.0067 -1.8882 2.0491
76 S 0.4195 -6.0322 0.8779
77 O 1.2082 -7.1318 1.3332
78 N 1.5297 -1.3540 -0.0205
79 H 2.2331 1.4448 -1.0769
80 H 3.6342 2.5026 -0.9173
81 H -1.5379 5.7427 0.1859
82 F -2.9147 -3.1841 -1.7544
83 H 2.2974 2.9657 -1.9641
84 C -0.8489 4.1445 1.5318
85 C -1.3036 -6.6801 0.7097
86 Cl -5.9899 0.2465 0.0374
87 Br -0.3919 0.9674 1.0927
88 H -0.7365 4.5832 -3.2393
89 C -4.7957 -1.0560 0.1664

For the energy above the lowest of the compared OMol25 structures with the same formula, charge and spin, the calculation gives 57.4 kJ/mol. Its HOMO-LUMO gap is 6.9619 eV. As for the strongest force on any atom: 0.0086 Eh/bohr.

Löwdin population analysis, charges in e, atoms 1 to 2: number 1, F, carries 0.1377; number 2, F, carries -0.4628

Formula: C22H35BrO2P2Pt
Source: the OMol25 dataset
Level of theory: ωB97M-V/def2-TZVPD

Atoms and positions in Å:
1 H 2.5493 3.2478 -0.2529
2 C -1.3223 3.4988 -1.4568
3 H -1.6033 -1.2006 -6.5106
4 C -1.1222 1.1237 0.5340
5 C 1.2430 1.2889 -3.1294
6 H -1.4867 2.9053 -2.3975
7 H 1.5883 -2.2613 -6.0737
8 C -2.3597 0.7491 -5.8771
9 H -1.0893 2.5005 -5.2894
10 H 2.5460 -1.2285 -3.1821
11 H 1.7365 4.7034 0.1017
12 C -0.7326 1.1079 1.9560
13 H 1.6563 -1.0591 -4.7979
14 C -0.3174 -0.1521 4.0037
15 C -2.2043 -0.7955 -5.6674
16 H 3.0469 -2.8733 -3.5585
17 C 0.0221 -1.3142 -1.9006
18 H -1.1660 -4.0119 -1.9575
19 C -0.8217 2.3097 2.6974
20 C 2.3896 -2.2935 -2.8985
21 C 1.6391 3.6341 0.1865
22 H 0.5283 -0.3887 -1.5489
23 C -0.2668 1.1077 4.6571
24 H 0.9266 1.7025 -5.9631
25 Br -1.4804 3.9393 1.7304
26 H 1.6679 -0.1161 -6.9670
27 H -3.1782 1.2390 -5.3012
28 H -1.0918 -4.3309 -3.8573
29 C 0.1885 0.8638 -5.8079
30 H -2.1506 -1.9137 -3.7947
31 H 2.8771 -2.3681 -1.8754
32 H -2.1964 3.3745 -0.7755
33 H 0.4368 3.0822 -2.9600
34 C 0.6730 -0.3863 -6.5191
35 Pt -0.3206 0.0995 -3.6642
36 H -2.6964 0.8524 -6.9397
37 H 1.6350 3.4243 1.2391
38 P 0.6646 -2.8617 -3.1363
39 H 2.2718 0.8481 -3.0552
40 H 2.0288 2.9828 -2.2225
41 C -0.5203 -4.2980 -2.8676
42 H -0.1363 -1.1302 4.5406
43 H -3.1593 -1.3150 -5.5581
44 H -0.0933 1.1515 5.7166
45 C -0.5119 2.3731 4.0571
46 H -1.0215 -1.2258 -1.5556
47 C -1.0623 1.3915 -5.4073
48 C 0.9679 -1.5358 -5.5228
49 P 0.2703 3.0496 -0.7310
50 C 1.0691 2.4891 -2.2836
51 C -1.4594 -1.3420 -4.4461
52 H -0.6134 -1.1123 2.0855
53 H 0.4613 -2.0925 -1.2519
54 H -1.3150 4.5484 -1.7889
55 H 0.1422 -5.2143 -2.7104
56 H 0.0969 -0.6623 -7.4272
57 O -2.2082 0.8503 0.1161
58 C -0.6177 -0.1458 2.6288
59 C -0.1878 -2.1899 -4.7339
60 H -0.5937 -3.0481 -5.2871
61 O -0.0226 1.4271 -0.2642
62 H -0.5423 3.3477 4.5766
63 H 0.9720 1.6279 -4.1125

For the energy above the lowest of the compared OMol25 structures with the same formula, charge and spin, the calculation gives 730.2 kJ/mol. Its HOMO-LUMO gap (spin up / spin down) is 2.3440 / 4.4585 eV. The multiplicity is 5. The charge is +2. As for the strongest force on any atom: 0.1071 Eh/bohr.

Löwdin population analysis, charges in e, atoms 1 to 2: number 1, H, carries 0.0623; number 2, C, carries -0.2312

Formula: C22H35N3O3S
Source: the OMol25 dataset
Level of theory: ωB97M-V/def2-TZVPD

Atoms and positions in Å:
1 O -2.4067 -3.5355 -0.5987
2 H -6.3853 -4.7604 -1.8895
3 C -5.6191 -0.4679 -0.2128
4 H -5.0190 -2.2115 -2.9795
5 S -2.7708 -2.1935 -0.2509
6 H -5.2876 -0.8711 0.7482
7 C -5.9223 -2.8046 -1.0981
8 H -7.2424 -3.4391 -2.6870
9 C 7.1087 2.0993 1.4605
10 H 1.7817 -1.0493 -0.8677
11 C 4.3818 1.8865 -1.1749
12 H -0.3065 -2.3670 -1.7269
13 H -4.1408 -3.5060 -2.1254
14 H 8.9630 1.6605 3.6421
15 C 0.4219 0.0583 0.3946
16 C 6.3861 2.3873 2.6087
17 C 2.0617 1.0776 -1.1724
18 N -3.7837 -1.6145 -1.4349
19 C 0.1562 -0.2735 -2.0606
20 H 4.4225 2.7404 3.3829
21 C 4.3647 2.3607 1.2860
22 H -6.9606 -1.0519 -1.7986
23 N -1.4920 -1.1453 -0.4987
24 H -1.1584 -0.9298 1.5137
25 C -4.7040 -2.5813 -1.9974
26 H -0.0194 -2.0370 0.7131
27 H -7.4628 -1.5905 -0.1921
28 H 0.6660 -0.4766 -3.0038
29 O -3.2583 -1.9585 1.0758
30 H 7.0541 1.7159 -0.6401
31 C -6.2672 0.8955 0.0049
32 H -4.6528 0.1517 -2.0526
33 H 3.8343 2.7937 -1.4480
34 H 8.8936 2.7887 4.9913
35 H 6.6319 3.4855 4.4039
36 H -7.1331 0.8029 0.6560
37 H 3.7142 -0.0752 -0.8038
38 H -1.6067 -1.4533 -2.5203
39 H -5.5628 1.5839 0.4648
40 H 6.6797 1.7407 4.6066
41 C 5.0026 2.5139 2.4994
42 H 1.1227 0.0991 1.2309
43 H -5.5575 -3.1980 -0.1429
44 H 3.2920 2.4704 1.2167
45 O 1.6077 2.1734 -1.4272
46 C -6.6000 -1.4559 -0.8479
47 H -0.1204 1.0032 0.3457
48 C 8.5412 2.6047 3.9788
49 C 5.0947 2.0723 0.1378
50 H 8.1810 1.9933 1.5018
51 C -0.5636 -1.0847 0.6132
52 N 3.3873 0.8349 -1.0865
53 H -0.3808 0.6709 -2.1532
54 C 7.0185 2.5610 3.9651
55 H -6.5946 1.3193 -0.9429
56 C -4.3836 -0.3370 -1.1096
57 H -3.6076 0.2480 -0.6152
58 H -7.7403 -3.9709 -1.0799
59 C -6.8828 -3.8074 -1.7281
60 H 8.9096 3.4037 3.3394
61 C 1.1750 -0.1395 -0.9264
62 C -0.8273 -1.3983 -1.7598
63 H 5.0969 1.6478 -1.9689
64 C 6.4697 1.9399 0.2414

For the energy above the lowest of the compared OMol25 structures with the same formula, charge and spin, the calculation gives 19.0 kJ/mol. Its HOMO-LUMO gap is 9.6302 eV. As for the strongest force on any atom: 0.0200 Eh/bohr.

Löwdin population analysis, charges in e, atoms 1 to 2: number 1, O, carries -0.2637; number 2, H, carries 0.0788